Molecular formula: C23H22BrN4O8SSeW
Method: DFT, wB97M-V/def2-TZVPD

Calculated values
**2S+1**: 3
**<S²>**: 2.021
**Frontier orbital gap (spin up / spin down)**: 7.3 / 7.4 eV
**Net charge**: +1
**Energy above the lowest of the compared OMol25 structures with the same formula, charge and spin**: 125.4 kJ/mol
**Maximum force**: 0.006 hartree/bohr
**Molar mass**: 857.2 g mol⁻¹
**HOMO (spin up / spin down)**: -10.5264 / -11.0840 eV
**Total energy**: -7151.2001 Eh
**LUMO (spin up / spin down)**: -0.11965 / -0.13551 Ha

Last column: Löwdin charge in e.
Positions of all 61 atoms, in Å:
H: -1.570 -2.622 -0.564  0.105
C: -1.767 -0.941 -3.936  0.002
Se: -2.722 1.206 -0.429  0.864
O: -0.232 2.048 1.099  -0.482
O: 0.646 -3.365 2.171  0.183
H: -1.783 -0.420 -4.885  0.133
S: -0.214 1.593 2.540  0.484
C: -0.650 1.071 -3.078  -0.213
C: 3.879 1.317 0.466  -0.026
W: -0.413 -0.002 0.275  1.566
C: 4.647 0.332 -0.136  -0.022
C: -3.072 4.718 1.848  -0.071
H: -2.627 -3.817 -2.406  0.123
C: -3.151 3.391 1.442  -0.140
H: 5.725 0.336 -0.057  0.125
C: -2.351 -2.613 2.975  -0.031
C: -3.399 -1.709 2.875  0.039
C: -2.465 5.661 1.035  -0.079
C: -2.236 -2.825 -2.571  -0.017
H: 1.003 2.187 4.419  0.091
O: -2.050 -4.934 3.241  0.172
C: -1.194 -0.311 -2.841  -0.316
H: -1.501 1.740 -3.243  0.122
H: -4.360 -1.683 3.362  0.151
H: -2.414 6.695 1.350  0.106
H: -3.490 5.013 2.801  0.110
H: 4.328 2.132 1.015  0.118
H: 4.555 -1.403 -1.408  0.108
C: -1.939 5.281 -0.195  -0.076
C: 2.509 1.237 0.359  -0.119
N: -3.066 -0.800 1.952  0.039
N: 1.858 0.262 -0.306  -0.059
O: 0.322 -1.841 0.543  -0.266
C: -2.307 -3.890 3.751  -0.470
C: 2.621 -0.623 -0.955  -0.682
O: 0.345 0.215 2.363  -0.379
C: -1.407 -2.150 2.058  -0.125
Br: 1.858 -1.854 -2.155  0.921
H: -3.564 -0.001 1.560  0.073
C: 0.955 2.572 3.402  -0.093
C: -2.619 3.005 0.222  -0.612
N: -1.861 -1.056 1.449  -0.112
N: -1.132 -0.906 -1.638  -0.125
H: -3.614 2.659 2.090  0.094
C: -2.022 3.960 -0.598  -0.141
C: -1.648 -2.150 -1.529  -0.123
H: -1.478 6.019 -0.839  0.106
H: 0.409 2.410 -2.135  0.112
O: -2.671 -3.799 5.045  0.141
H: 1.878 1.991 0.798  0.080
H: -1.624 3.652 -1.558  0.084
H: 1.925 2.499 2.919  0.063
H: -2.756 -2.700 -4.658  0.124
O: -1.460 1.660 3.229  -0.254
O: 0.135 1.501 -1.987  -0.144
C: 4.006 -0.641 -0.876  -0.089
H: -0.047 1.038 -3.990  0.139
H: 0.582 3.594 3.402  0.091
H: -2.714 -2.879 5.330  0.118
C: -0.029 -2.546 1.631  -0.507
C: -2.303 -2.204 -3.810  -0.013



Molecular formula: C23H22ClN3O5Pd
Method: DFT, wB97M-V/def2-TZVPD

Calculated values
**Frontier orbital gap (spin up / spin down)**: 7.3 / 7.3 eV
**Net charge**: 0
**Energy above the lowest of the compared OMol25 structures with the same formula, charge and spin**: 199.6 kJ/mol
**Maximum force**: 0.098 hartree/bohr
**Molar mass**: 562.3 g mol⁻¹
**HOMO (spin up / spin down)**: -7.8929 / -7.9832 eV
**Total energy**: -2017.8514 Eh
**LUMO (spin up / spin down)**: -0.02136 / -0.02407 Ha

Last column: Löwdin charge in e.
Positions of all 55 atoms, in Å:
H: -3.195 0.299 -3.357  0.088
C: 0.372 -0.096 -1.030  -0.384
H: 1.580 -2.212 4.902  0.111
C: -1.277 -1.379 3.251  -0.116
H: 0.935 -1.168 1.692  0.083
C: -3.128 -0.800 1.708  -0.063
C: 4.259 1.189 -2.793  -0.064
C: -2.154 -2.089 4.072  -0.037
Cl: 2.282 3.107 2.391  0.581
C: -1.405 -0.360 -2.404  -0.245
C: 0.526 -2.184 4.661  -0.029
H: 1.528 -0.949 -4.442  0.115
H: -3.580 -1.753 1.937  0.108
C: -2.733 -0.625 -3.011  -0.002
C: 3.539 -0.241 -4.576  -0.081
C: -3.811 0.077 0.890  -0.100
H: -0.027 -3.420 6.316  0.103
C: -3.256 1.302 0.563  -0.095
H: -1.531 2.560 0.746  0.109
Pd: 0.771 1.265 1.844  0.834
O: 1.051 3.246 3.118  -0.356
C: 4.527 0.520 -3.976  -0.087
H: 2.782 1.682 -1.307  0.109
C: -1.718 -2.857 5.132  -0.086
C: -1.270 0.719 1.826  -0.090
H: -4.794 -0.187 0.526  0.103
C: 2.998 1.145 -2.220  0.012
N: 0.703 0.335 -2.307  0.063
O: 1.989 3.076 0.977  -0.389
C: -0.974 -0.559 -1.127  0.064
O: 1.163 -0.092 -0.071  -0.052
C: 2.004 0.398 -2.841  -0.191
C: -0.554 0.981 -4.300  -0.006
H: -2.435 -3.409 5.721  0.102
C: -0.371 -2.870 5.455  -0.086
H: -2.633 -1.300 -3.861  0.092
H: -1.093 1.895 -4.037  0.102
H: 2.019 -1.019 2.982  0.115
O: 3.132 4.188 2.675  -0.286
H: 5.042 1.761 -2.321  0.109
C: 0.102 -1.484 3.531  -0.239
H: -3.393 -1.076 -2.276  0.084
H: -3.214 -2.019 3.887  0.103
N: -0.377 0.132 -3.150  -0.086
H: -3.804 2.005 -0.049  0.104
C: 2.285 -0.318 -4.003  -0.035
N: 1.053 -0.917 2.674  0.079
H: 0.418 1.255 -4.705  0.088
O: 2.914 1.871 2.757  -0.361
H: 5.499 0.591 -4.438  0.102
H: -1.532 -0.984 -0.324  0.098
H: 3.745 -0.789 -5.482  0.104
C: -1.860 -0.490 2.223  -0.188
C: -1.980 1.601 1.015  -0.111
H: -1.119 0.446 -5.061  0.097



Molecular formula: C23H22F5N5O2PtSe
Method: DFT, wB97M-V/def2-TZVPD

Calculated values
**2S+1**: 3
**<S²>**: 2.033
**Frontier orbital gap (spin up / spin down)**: 4.3 / 5.1 eV
**Net charge**: -2
**Energy above the lowest of the compared OMol25 structures with the same formula, charge and spin**: 57.8 kJ/mol
**Maximum force**: 0.004 hartree/bohr
**Molar mass**: 769.5 g mol⁻¹
**HOMO (spin up / spin down)**: -0.2400 / -1.0272 eV
**Total energy**: -4333.8331 Eh
**LUMO (spin up / spin down)**: 0.15058 / 0.15057 Ha

Last column: Löwdin charge in e.
Positions of all 59 atoms, in Å:
H: 3.393 1.334 0.167  0.096
H: 2.080 -2.600 -3.012  0.079
C: 1.673 -3.590 1.033  -0.156
C: -0.123 3.097 0.933  -0.089
C: -3.117 0.139 2.110  -0.389
C: -1.171 2.953 -1.367  -0.253
C: 2.392 -1.244 -1.376  -0.366
C: -0.526 -3.650 2.673  -0.070
F: -2.862 2.429 2.986  -0.115
C: -4.910 1.284 1.158  -0.131
C: 3.265 0.330 -0.204  -0.139
N: 2.324 0.040 -1.160  0.123
H: -2.138 3.449 -1.480  0.033
F: -4.025 1.780 -0.994  0.037
H: 1.492 2.472 -1.242  0.037
Se: -1.228 -0.026 -0.163  0.695
C: -4.501 0.686 2.436  -0.319
C: 1.174 -2.361 1.491  -0.013
C: -0.160 3.657 -0.499  -0.695
F: -6.027 2.029 1.017  0.062
H: -0.496 -5.794 2.480  0.102
C: 0.072 -2.422 2.307  -0.075
C: 3.710 -3.198 -0.491  -0.088
H: -1.514 5.263 0.052  0.078
H: -0.593 5.577 -1.428  0.071
H: 0.242 2.069 0.932  0.024
N: 2.698 -5.305 0.040  0.018
C: -1.085 0.543 -4.706  -0.603
H: 0.543 3.708 1.556  0.073
N: 2.674 -3.965 0.180  -0.063
O: -1.101 1.750 -4.350  -0.180
C: -2.832 0.460 0.679  -0.472
Pt: -1.086 1.210 -2.186  0.727
C: -3.932 1.174 0.204  -0.274
F: -2.690 -1.163 2.462  -0.043
H: 1.994 3.998 -0.458  0.069
H: 1.582 -1.406 1.196  0.089
C: -0.033 -4.849 2.226  -0.031
H: -0.392 -1.505 2.640  0.094
H: 1.283 4.005 -2.090  0.074
C: -3.323 1.098 3.197  -0.141
C: 3.930 -0.798 0.159  -0.089
N: 1.765 -5.824 0.749  0.044
H: -1.413 -3.617 3.291  0.104
H: -1.154 0.337 -5.791  0.112
C: 1.089 -4.809 1.385  -0.250
N: 3.378 -1.813 -0.604  -0.051
C: 1.506 -2.023 -2.281  0.004
H: 0.883 -2.715 -1.710  0.085
H: 4.713 -0.991 0.872  0.105
C: -0.540 5.143 -0.426  -0.093
C: 1.245 3.527 -1.108  -0.093
H: 0.199 5.704 0.157  0.069
H: 4.644 -3.269 0.068  0.129
F: -5.560 0.010 3.084  -0.025
H: 0.841 -1.335 -2.801  0.051
O: -0.993 -0.416 -3.911  -0.176
H: 3.855 -3.655 -1.470  0.129
H: -1.116 3.086 1.388  0.070



Molecular formula: C23H22FN4O7SV
Method: DFT, wB97M-V/def2-TZVPD

Calculated values
**2S+1**: 3
**<S²>**: 2.089
**Frontier orbital gap (spin up / spin down)**: 4.0 / 4.4 eV
**Net charge**: 0
**Energy above the lowest of the compared OMol25 structures with the same formula, charge and spin**: 69.0 kJ/mol
**Maximum force**: 0.033 hartree/bohr
**Molar mass**: 568.5 g mol⁻¹
**HOMO (spin up / spin down)**: -6.0906 / -6.4692 eV
**Total energy**: -3077.3308 Eh
**LUMO (spin up / spin down)**: -0.07720 / -0.07720 Ha

Last column: Löwdin charge in e.
Positions of all 59 atoms, in Å:
H: 0.845 -4.487 -5.544  0.111
C: -0.245 -4.684 -2.332  0.060
H: -0.436 4.154 -0.798  0.144
C: -1.705 0.338 1.394  0.106
C: 0.659 0.748 1.018  -0.111
O: -1.205 -2.321 1.288  -0.141
C: -0.409 -0.137 1.211  -0.024
H: 3.861 0.530 0.167  0.125
S: -3.600 -4.115 0.993  0.004
H: 4.476 2.299 1.802  0.078
H: -2.215 6.540 3.084  0.137
C: -0.876 2.597 1.201  -0.164
N: -1.150 3.994 1.149  -0.108
H: -0.431 -3.998 -1.525  0.094
O: 2.699 -3.788 0.881  0.048
C: -0.174 -6.851 -3.325  0.001
C: -0.209 -1.601 1.142  -0.257
H: 0.468 -6.946 -5.372  0.103
C: -1.096 4.683 -0.114  -0.139
C: -0.889 -6.730 -0.918  -0.573
H: -2.087 4.744 -0.597  0.141
C: 1.134 -2.030 0.932  -0.024
C: 1.510 -3.496 0.902  -0.590
O: 0.506 -4.284 0.867  -0.113
C: -1.926 1.681 1.376  -0.190
N: 0.475 -2.700 -3.599  -0.347
C: 0.404 2.130 1.036  0.057
O: 0.282 -2.021 -2.604  0.053
N: 1.933 0.239 0.803  -0.030
H: 1.196 2.854 0.919  0.111
C: -2.040 4.592 2.114  -0.151
O: -1.309 -5.961 0.011  -0.191
C: 2.111 -1.109 0.783  0.046
C: -1.538 5.988 2.434  -0.081
H: -1.113 7.709 1.315  0.180
H: -2.061 3.996 3.021  0.149
H: 2.825 1.920 -0.045  0.114
C: 3.610 1.660 1.974  -0.064
C: 0.224 -4.157 -3.520  -0.133
H: -2.515 -0.375 1.501  0.152
H: 3.125 -1.464 0.641  0.149
V: -1.546 -4.214 0.883  0.468
H: -0.319 -7.917 -3.211  0.118
H: -0.537 5.967 2.860  0.140
C: -0.571 6.089 0.106  -0.085
H: 2.859 2.234 2.515  0.066
F: -3.177 2.183 1.494  0.070
C: 3.085 1.120 0.651  -0.194
H: -0.609 6.702 -0.793  0.137
O: -0.884 -7.955 -0.895  0.042
O: 0.827 -2.236 -4.667  0.057
C: 0.484 -4.941 -4.634  -0.013
C: 0.272 -6.304 -4.523  -0.059
C: -0.439 -6.051 -2.218  -0.080
H: 3.919 0.833 2.613  0.085
H: -2.390 6.850 0.751  0.180
H: -3.079 4.661 1.752  0.134
H: 0.438 6.076 0.514  0.139
N: -1.446 6.762 1.138  0.057